# 1
Molecular formula: C32H36FMoN5O3S2
Method: DFT, ωB97M-V with the def2-TZVPD basis set

Structure (XYZ):
```
80
Properties=species:S:1:pos:R:3:mulliken_charge:R:1
Mo -0.47 -0.11 -0.36 -0.17
C -3.10 1.39 -0.60 -0.88
N -2.19 1.02 0.54 0.73
C -1.59 2.24 1.17 -0.56
C -0.47 1.80 2.07 -1.28
N 0.59 1.12 1.24 1.60
C 1.49 2.16 0.65 -1.35
C 1.45 0.25 2.06 -0.03
C 1.80 0.52 3.36 -0.35
C 2.73 -0.31 3.99 -0.80
C 3.33 -1.38 3.34 -0.78
C 2.99 -1.65 2.03 -0.78
C 2.03 -0.85 1.40 1.11
S 1.50 -1.21 -0.19 -0.07
C -3.01 0.29 1.54 -0.48
C -4.11 0.86 2.14 -0.40
C -4.85 0.10 3.05 -0.98
C -4.48 -1.21 3.35 -0.73
C -3.37 -1.77 2.76 -0.56
C -2.64 -1.01 1.85 1.34
S -1.19 -1.64 1.14 0.08
H -3.95 1.96 -0.22 0.50
H -3.48 0.48 -1.06 0.36
H -2.55 1.99 -1.32 0.20
H -2.35 2.79 1.73 0.70
H -1.24 2.88 0.37 0.16
H -0.83 1.09 2.81 0.59
H -0.03 2.65 2.60 0.59
H 2.02 2.67 1.46 0.41
H 0.90 2.87 0.08 0.40
H 2.22 1.68 -0.01 0.38
H 1.39 1.37 3.90 0.50
H 3.00 -0.09 5.02 0.47
H 4.05 -1.99 3.85 0.46
H 3.44 -2.49 1.50 0.53
H -4.42 1.87 1.93 0.41
H -5.71 0.54 3.53 0.46
H -5.07 -1.79 4.06 0.46
H -3.07 -2.79 2.99 0.49
C -0.91 2.17 -7.84 -0.99
C 0.40 1.95 -7.11 -1.02
N 0.23 1.90 -5.63 0.14
C 0.14 0.71 -5.06 -0.23
C -0.07 0.54 -3.69 -0.12
C -0.14 -0.86 -3.23 -0.03
O 0.23 -1.82 -3.81 -0.44
O -0.72 -0.99 -1.96 -0.55
C -0.16 1.65 -2.85 0.93
O -0.29 1.56 -1.55 0.17
C -0.08 2.94 -3.47 1.51
C -0.18 4.13 -2.73 -0.68
C -0.09 5.34 -3.33 0.13
F -0.12 6.43 -2.56 -0.33
C 0.09 5.49 -4.74 -1.27
C 0.18 4.32 -5.47 -0.52
C 0.11 3.05 -4.87 -0.58
N 0.16 6.72 -5.37 0.23
C 1.24 6.99 -6.31 -0.58
C 0.80 7.94 -7.41 -0.74
N 0.28 9.21 -6.81 -0.14
C -0.82 8.92 -5.82 -1.01
C -0.34 7.95 -4.75 -0.63
H -0.72 2.20 -8.91 0.40
H -1.39 3.11 -7.55 0.34
H -1.61 1.36 -7.64 0.36
H 1.15 2.71 -7.33 0.49
H 0.85 0.99 -7.40 0.47
H 0.23 -0.16 -5.70 0.57
H -0.30 4.10 -1.65 0.61
H 0.27 4.39 -6.54 0.83
H 1.59 6.07 -6.78 0.43
H 2.10 7.42 -5.78 0.25
H -0.01 7.52 -8.00 0.37
H 1.63 8.19 -8.07 0.41
H -0.06 9.83 -7.54 0.36
H 1.04 9.71 -6.34 0.40
H -1.65 8.49 -6.40 0.37
H -1.14 9.86 -5.38 0.46
H -1.19 7.74 -4.11 0.47
H 0.43 8.43 -4.13 0.45
```

## Properties
2S+1: 1
total charge: +4
Kohn-Sham gap (alpha / beta): 5.39 / 5.38 eV
highest occupied orbital energy (alpha / beta): -18.337 / -18.336 eV

=====

# 2
Molecular formula: C22H21N6O2RuSSe2Te
Method: DFT, ωB97M-V with the def2-TZVPD basis set

Structure (XYZ):
```
56
Properties=species:S:1:pos:R:3:mulliken_spin:R:1
Ru -0.09 0.07 0.19 2.36
O -1.93 3.33 -1.42 0.20
C -1.28 2.32 -1.18 0.05
N -1.29 1.61 0.01 0.04
C -2.10 1.94 1.07 0.00
O -3.00 2.77 1.07 0.09
C -1.73 1.17 2.27 0.06
C -2.38 1.38 3.50 0.01
C -1.93 0.74 4.62 0.01
C -0.82 -0.11 4.52 0.01
C -0.25 -0.30 3.28 0.02
N -0.68 0.31 2.17 -0.10
C -0.37 1.69 -2.15 0.30
C -0.23 2.21 -3.44 0.00
C 0.66 1.64 -4.32 0.13
C 1.40 0.53 -3.89 0.14
C 1.18 0.04 -2.62 0.00
N 0.34 0.59 -1.76 0.14
H -3.21 2.07 3.51 0.00
H -2.41 0.88 5.58 0.00
H -0.41 -0.61 5.38 0.00
H 0.59 -0.99 3.16 0.00
H -0.84 3.07 -3.70 0.01
H 0.78 2.03 -5.32 0.02
H 2.11 0.04 -4.54 0.02
H 1.68 -0.86 -2.28 -0.02
C 3.48 -1.66 -0.34 0.00
Se 2.11 -1.05 0.93 0.06
C 3.17 0.40 1.76 0.01
C 3.35 1.64 0.90 0.00
Se 1.69 2.64 0.50 0.11
C 1.26 3.24 2.31 0.00
H 4.33 -2.04 0.23 0.00
H 3.80 -0.87 -1.01 0.00
H 3.03 -2.48 -0.90 0.00
H 4.14 -0.03 2.02 0.00
H 2.64 0.66 2.68 0.00
H 3.76 1.39 -0.08 0.00
H 4.03 2.34 1.39 0.00
H 2.09 3.80 2.73 0.00
H 1.00 2.39 2.95 0.00
H 0.39 3.89 2.22 0.00
N -0.61 -2.20 0.45 0.10
C -1.13 -2.57 1.45 0.03
N -1.62 -3.14 2.43 0.03
C -2.30 -2.84 3.48 0.00
N -2.89 -2.64 4.45 0.02
Te -2.64 -1.13 -1.22 1.12
C -2.18 -2.36 -2.85 -0.08
C -3.01 -3.28 -3.43 0.07
C -2.42 -3.93 -4.54 -0.03
C -1.16 -3.49 -4.79 0.08
S -0.66 -2.28 -3.69 0.01
H -4.00 -3.48 -3.07 0.00
H -2.92 -4.69 -5.11 0.00
H -0.48 -3.81 -5.56 0.00
```

## Properties
2S+1: 6
ΔE to the lowest compared entry with this formula, charge and spin: 15.4 kcal/mol
Kohn-Sham gap (alpha / beta): 4.24 / 5.96 eV
highest occupied orbital energy (alpha / beta): -5.015 / -7.869 eV

=====

# 3
Molecular formula: C52H33N12S2SeZr
Method: DFT, ωB97M-V with the def2-TZVPD basis set

Structure (XYZ):
```
101
Properties=species:S:1:pos:R:3:mulliken_charge:R:1
Zr 11.29 12.79 13.80 0.92
C 11.74 8.06 18.64 -0.65
C 12.00 9.17 19.55 -0.67
C 12.07 10.44 19.07 -0.36
C 11.77 10.63 17.72 0.45
C 11.58 11.81 16.94 -0.59
N 11.23 11.45 15.63 0.33
C 11.04 10.10 15.62 -0.19
N 10.59 9.33 14.64 -0.43
C 10.06 9.79 13.55 0.23
C 9.28 8.93 12.63 0.19
C 9.13 7.54 12.59 -0.54
C 8.40 7.10 11.49 -0.37
C 7.83 7.94 10.51 -0.82
C 8.02 9.33 10.61 -0.11
C 8.69 9.83 11.71 0.21
C 9.09 11.20 12.10 -0.20
N 8.60 12.26 11.52 -0.39
C 8.84 13.49 12.00 -0.62
N 9.52 13.86 13.13 0.13
C 9.20 15.22 13.41 -0.21
N 9.61 15.96 14.34 -0.44
C 10.40 15.48 15.33 0.12
N 10.76 14.18 15.52 -0.40
C 11.42 14.10 16.73 -0.24
N 11.74 13.02 17.38 -0.33
C 11.42 15.44 17.33 0.31
C 11.88 15.93 18.54 -0.30
C 11.68 17.29 18.82 -0.67
C 11.04 18.14 17.96 -0.76
C 10.59 17.65 16.75 -0.17
C 10.76 16.32 16.45 0.50
C 8.22 15.66 12.39 0.34
C 7.56 16.84 12.27 -0.13
C 6.67 16.95 11.23 -0.73
C 6.53 15.91 10.29 -0.79
C 7.20 14.70 10.41 -0.47
C 8.04 14.58 11.50 0.77
N 9.95 11.12 13.19 0.04
C 11.42 9.55 16.89 0.78
C 11.39 8.25 17.33 -0.41
H 11.81 7.08 19.08 0.44
H 12.16 8.92 20.63 0.35
H 12.42 11.27 19.71 0.47
H 9.60 6.84 13.27 0.53
H 8.26 6.04 11.37 0.40
H 7.34 7.49 9.64 0.41
H 7.58 10.07 9.92 0.49
H 12.35 15.23 19.22 0.59
H 12.02 17.63 19.79 0.40
H 10.91 19.19 18.21 0.43
H 10.00 18.27 16.12 0.59
H 7.72 17.65 12.91 0.69
H 6.10 17.88 11.04 0.39
H 5.76 16.05 9.58 0.44
H 7.07 13.91 9.71 0.61
H 11.07 7.35 16.78 0.46
S 12.67 14.96 12.75 -0.20
C 12.71 15.02 11.02 0.73
N 11.73 14.48 10.25 0.31
C 11.79 14.50 8.89 -0.29
C 12.87 15.12 8.30 -0.82
C 13.88 15.71 9.06 -0.42
C 13.81 15.63 10.40 -0.92
H 10.90 14.04 10.68 -0.09
H 10.92 14.07 8.41 0.53
H 12.92 15.20 7.22 0.44
H 14.66 16.25 8.55 0.47
H 14.54 16.06 11.06 0.51
Se 12.45 11.38 11.70 -0.16
C 14.04 12.04 10.89 0.30
C 14.16 11.97 9.47 -0.58
C 15.36 12.31 8.85 -0.52
N 16.38 12.81 9.52 -0.58
C 16.24 12.93 10.85 -0.54
C 15.17 12.46 11.58 0.18
H 13.34 11.57 8.92 0.51
H 15.48 12.21 7.78 0.41
H 17.12 13.37 11.34 0.49
H 15.12 12.56 12.66 0.23
S 18.08 12.61 16.35 -0.19
C 16.40 12.67 15.61 0.52
C 15.69 11.51 15.34 -1.09
C 14.37 11.56 14.96 -0.93
N 13.69 12.67 14.93 1.53
C 14.30 13.81 15.25 -0.91
C 15.64 13.84 15.59 -0.87
C 18.70 14.20 15.87 0.09
C 19.47 14.37 14.73 -0.09
C 19.95 15.62 14.39 -0.43
N 19.68 16.71 15.12 -0.56
C 19.11 16.52 16.31 -0.31
C 18.62 15.27 16.73 -0.11
H 16.17 10.56 15.41 0.54
H 13.88 10.64 14.68 0.45
H 13.78 14.73 15.27 0.33
H 16.10 14.83 15.78 0.36
H 19.64 13.53 14.02 0.37
H 20.41 15.77 13.48 0.44
H 18.95 17.45 16.89 0.35
H 18.10 15.11 17.65 0.47
```

## Properties
2S+1: 1
total charge: +1
ΔE to the lowest compared entry with this formula, charge and spin: 0.0 kcal/mol
Kohn-Sham gap (alpha / beta): 4.65 / 4.66 eV
highest occupied orbital energy (alpha / beta): -8.828 / -8.838 eV

=====

# 4
Molecular formula: CH4NO2
Method: DFT, ωB97M-V with the def2-TZVPD basis set

Structure (XYZ):
```
8
Properties=species:S:1:pos:R:3:mulliken_charge:R:1
O 2.64 1.33 -0.76 -0.71
H 1.96 0.68 -0.31 0.38
C -0.47 -1.34 0.48 -0.66
N -1.81 -0.83 0.84 -0.46
O -0.14 -0.83 -0.62 -0.32
H 2.03 1.78 -1.42 0.31
H -1.90 -0.38 1.71 0.24
H -2.33 -0.40 0.08 0.22
```

## Properties
2S+1: 1
total charge: -1
ΔE to the lowest compared entry with this formula, charge and spin: 55.1 kcal/mol
Kohn-Sham gap: 6.35 eV
highest occupied orbital energy: -1.912 eV

=====

- The highest 2S+1 belongs to which entry?
  C22H21N6O2RuSSe2Te

=====

- What is the 2S+1 in the fourth record?
  1

=====

- What is the formula in the first record?
  C32H36FMoN5O3S2